C4H7NO | ωB97M-V/def2-TZVPD

Structure (XYZ):
```
13
Properties=species:S:1:pos:R:3:mulliken_charge:R:1
C -0.47 -1.14 0.22 -0.437
C -1.73 0.60 0.06 0.071
N -1.64 -0.44 0.79 -0.525
H 2.24 -0.11 0.43 0.341
O -0.77 0.85 -0.86 -0.395
H 1.12 1.07 1.15 0.294
C 0.31 -0.08 -0.54 0.326
H -0.87 -1.85 -0.54 0.260
H -2.52 1.38 0.06 0.356
H 0.24 -1.72 0.84 0.335
H 1.91 1.42 -0.40 0.337
H 0.71 -0.61 -1.41 0.283
C 1.45 0.63 0.20 -1.244
```

The SMILES is C[C@H]1CN=CO1. The calculation puts the LUMO energy at 0.9820 eV. The value obtained for the energy relative to the best compared isomer or geometry (same formula, charge and spin) is 1.256 eV.



C16H21F2N5O6 | ωB97M-V/def2-TZVPD

Structure (XYZ):
```
50
Properties=species:S:1:pos:R:3:mulliken_charge:R:1
O -5.05 -7.09 -5.47 -0.337
H 3.38 4.34 4.00 0.265
H -1.29 -1.18 8.28 0.247
H -1.29 -2.79 5.66 0.281
H 0.61 0.84 -2.95 0.274
H 3.90 4.84 5.67 0.251
C -0.65 5.80 -7.04 0.285
H 4.77 -2.25 2.82 0.266
C 4.26 6.33 4.16 0.259
H 5.19 -3.81 2.65 0.269
H -0.45 -0.56 -2.65 0.253
N 4.84 7.22 3.70 -0.359
H 0.13 7.09 -8.48 0.259
H 4.35 8.18 -1.80 0.261
H -6.91 -7.45 -5.19 0.243
F -5.49 -7.90 -2.38 -0.284
H 1.27 5.86 -7.80 0.252
C -1.17 -2.75 6.74 0.356
H -0.18 5.29 -8.73 0.227
C 3.92 6.08 -1.88 0.331
H 3.28 7.60 -3.10 0.237
N 4.23 -2.85 -0.24 -0.322
C -0.26 0.48 -2.39 -0.727
N -1.44 5.52 -6.25 -0.366
H -5.88 -8.82 -4.88 0.279
O -2.87 -4.64 9.18 -0.515
N -0.31 0.66 0.27 -0.383
C -5.98 -7.75 -4.70 -0.403
O -1.55 -3.93 7.40 -0.301
C -0.26 0.61 -0.90 0.320
C -4.48 -6.09 -4.87 0.725
H 6.36 -2.61 2.18 0.259
O -2.99 -2.40 8.21 -0.341
C -5.88 -7.08 -3.38 0.441
H -2.30 -0.81 6.98 0.264
C 5.30 -2.87 2.10 -0.835
C 0.24 6.08 -8.10 -0.658
F 0.10 -2.64 6.97 -0.275
O -4.82 -6.18 -3.61 -0.302
C -1.91 -1.66 7.53 -0.364
C 3.46 5.15 4.73 -0.659
H -6.83 -6.64 -3.11 0.224
C 4.77 -2.89 0.77 0.363
O -3.52 -5.40 -5.33 -0.584
H 2.46 5.55 4.92 0.243
C -2.52 -3.76 8.36 0.647
H 2.72 7.87 -1.44 0.273
H -1.18 0.93 -2.76 0.262
N 4.36 5.00 -1.80 -0.362
C 3.54 7.49 -2.05 -0.742
```

The SMILES is O=C1OC[C@@H](F)O1.O=C1OC[C@@H](F)O1.CC#N.CC#N.CC#N.CC#N.CC#N. The calculation puts the LUMO energy at 0.4536 eV. The value obtained for the energy relative to the best compared isomer or geometry (same formula, charge and spin) is 2.008 eV.



C35H51N2O7SeTi | ωB97M-V/def2-TZVPD

Structure (XYZ):
```
97
Properties=species:S:1:pos:R:3:mulliken_charge:R:1
C 4.39 2.38 -5.26 1.942
H 7.59 -0.75 2.59 0.408
H 3.09 5.41 -2.03 0.296
C 3.64 0.55 2.59 -0.219
H -3.09 -3.16 -4.29 0.319
H 1.37 0.36 4.35 0.173
C 3.99 0.11 5.04 -1.661
Se 1.88 -1.07 -1.91 -0.183
H 6.73 -2.59 1.06 0.350
C 1.80 3.04 -2.50 -0.642
H 3.68 3.16 3.44 0.311
H -3.68 -0.94 0.92 0.214
H 8.00 -2.14 -0.10 0.457
C 2.20 0.65 -2.63 -0.101
N -1.23 -0.74 -1.27 -0.387
C -4.27 -1.23 -2.70 -0.897
H 1.43 2.00 3.72 0.270
H -1.18 -2.37 3.46 0.466
C 2.65 0.34 1.61 1.561
H 5.60 0.59 -4.96 0.295
C 3.11 0.84 -3.66 -0.132
H 6.23 3.51 -5.55 0.474
O 0.71 1.51 -1.02 -0.084
C 4.96 0.28 2.23 -0.037
C 3.67 3.04 -6.45 -1.676
H 3.98 2.85 5.15 0.463
O -3.26 1.63 1.47 -0.772
H -0.25 4.56 -3.55 0.382
C 6.79 -0.47 0.58 2.255
H 2.89 2.38 -6.84 0.333
N -2.93 -1.79 -2.73 -0.029
H 3.82 0.49 6.05 0.498
H 2.93 4.17 -3.90 0.214
H 0.11 6.06 -2.68 0.467
C 5.06 1.10 -5.76 -2.077
C 1.19 4.33 -1.93 2.527
C 0.54 5.14 -3.08 -1.824
O -1.21 0.88 0.99 -0.743
C 3.40 1.09 4.01 2.144
O 0.55 -1.99 0.85 -0.580
H 3.60 -0.03 -4.07 0.524
H -2.51 -1.56 -4.79 0.320
H -4.99 -2.02 -2.95 0.316
H -3.47 -0.61 2.64 0.342
H 2.13 -2.08 2.50 0.422
H 6.48 0.20 -1.47 0.316
H 4.33 0.40 -6.17 0.372
C 3.00 -0.17 0.34 0.158
H 0.49 3.65 0.02 0.137
H 6.31 -2.22 -0.62 0.304
O 1.35 0.59 1.80 -1.017
C -2.46 -2.32 -4.01 -0.966
O -2.01 -1.74 1.68 -0.444
C 4.31 -0.46 0.06 -0.440
H 1.91 6.10 -0.90 0.455
H 7.04 1.46 -0.38 0.342
H -1.43 -2.65 -3.90 0.335
C 2.31 5.17 -1.30 -1.611
C 1.53 1.74 -2.01 0.671
H -4.49 -0.86 -1.70 0.279
H -0.73 3.54 -1.23 0.404
C 2.71 3.17 -3.54 -0.163
C 0.10 4.14 -0.87 -2.043
H 4.38 3.24 -7.26 0.471
C 6.96 -1.94 0.21 -1.760
H 5.08 4.28 -4.44 0.309
H 7.71 0.91 2.00 0.368
C -1.02 -1.64 2.66 -0.731
C 7.14 0.41 -0.63 -1.684
H 5.77 1.34 -6.55 0.446
C 0.32 -1.93 2.05 0.956
H -4.38 -0.41 -3.42 0.311
C 4.11 2.45 4.14 -1.653
H 4.56 -0.85 -0.92 0.414
H 5.06 -0.03 4.90 0.252
Ti 0.48 0.00 0.18 0.266
C -2.42 0.74 1.34 0.639
H 6.00 2.88 -3.90 0.259
C 1.93 1.30 4.39 -1.834
C 7.77 -0.14 1.71 -2.226
C -2.02 -1.22 -1.95 0.387
C 5.49 3.32 -4.76 -1.572
H 5.18 2.36 3.94 0.263
H -0.28 5.13 -0.58 0.522
H 1.26 5.41 -3.85 0.269
H 3.51 -0.86 4.95 0.274
C -2.95 -0.67 1.68 -0.477
H 3.20 3.98 -6.16 0.292
H 1.88 1.69 5.41 0.541
O 1.27 -2.16 2.95 -0.571
C 5.33 -0.21 0.98 -0.923
H 8.79 -0.33 1.37 0.441
H 8.17 0.22 -0.95 0.455
C 3.39 2.11 -4.14 -0.326
H -0.96 -0.64 3.12 0.320
H 2.78 4.61 -0.49 0.259
H 5.74 0.47 2.96 0.257
```

Its total charge is -1. The spin multiplicity is 3. The calculation puts the LUMO energy (alpha / beta) at 2.3196 / 2.2382 eV. The value obtained for the energy relative to the best compared isomer or geometry (same formula, charge and spin) is 1.066 eV.



C18H39BClO5P | ωB97M-V/def2-TZVPD

Structure (XYZ):
```
65
Properties=species:S:1:pos:R:3:mulliken_charge:R:1
O 6.07 -3.93 -2.68 -0.367
H -5.35 5.36 0.02 0.382
C 5.44 -2.66 -2.45 -0.329
C -4.42 -2.61 0.33 -0.228
H -3.58 -3.34 0.39 0.328
H 6.17 -2.41 -4.87 0.314
C 2.02 1.60 2.87 -0.821
H -5.57 -4.39 0.75 0.369
C -4.33 -0.26 0.34 -0.395
C -2.44 5.16 2.94 -1.232
H 2.79 2.14 3.45 0.406
H -4.27 0.56 1.08 0.181
C -2.09 3.89 2.23 0.801
O -2.92 3.40 1.29 -0.281
C 4.24 -0.12 1.66 -0.336
H 3.14 -1.99 2.21 0.225
H 1.19 2.27 2.59 0.137
H -3.51 5.32 3.05 0.375
H 4.71 -0.57 0.77 0.149
H 0.13 1.93 0.31 0.166
H -2.02 5.12 3.94 0.343
C -3.37 0.09 -0.84 -0.543
H -5.36 -0.30 -0.08 0.285
P 2.84 1.06 1.25 -0.089
H 5.50 -2.50 -1.38 0.180
H -3.78 5.91 0.63 0.285
C -1.96 -0.57 -0.77 -0.670
H 4.78 -1.74 3.01 0.365
C -0.01 0.83 0.27 -0.441
H -0.17 0.12 -1.86 0.403
C -0.82 0.48 -1.04 -0.845
H -0.62 0.51 1.14 0.396
B 1.44 0.15 0.31 0.349
H -1.85 -1.34 -1.56 0.365
H 7.20 -3.52 -5.73 0.306
O -4.00 -1.45 1.03 -0.407
H -2.01 6.00 2.40 0.274
H -5.59 -3.18 2.12 0.292
H 1.68 0.71 3.42 0.289
O 7.28 -5.29 -3.91 -0.566
H -4.64 -2.38 -0.73 0.316
H -4.79 3.02 0.63 0.261
C -4.26 3.85 1.11 -0.358
H -3.26 1.20 -0.85 0.192
C 6.34 -3.46 -5.08 -0.883
H -3.84 4.84 -0.76 0.311
C 3.99 -2.68 -2.88 -0.697
C 6.62 -4.29 -3.85 0.703
H 6.01 -1.86 -2.92 0.348
H -6.58 -2.94 0.62 0.257
H 3.51 -1.73 -2.64 0.189
H -3.81 -0.16 -1.83 0.317
H 3.37 -0.84 3.58 0.280
C 3.83 -1.26 2.67 -1.026
C -5.63 -3.32 1.03 -1.171
H 5.47 -3.88 -5.59 0.239
C -4.31 5.06 0.20 -1.095
H 3.89 -2.86 -3.95 0.282
H 5.03 0.47 2.17 0.392
H 3.45 -3.48 -2.37 0.269
H -4.75 4.02 2.07 0.439
H -1.74 -1.07 0.19 0.493
O -1.04 3.33 2.43 -0.529
H -1.25 1.44 -1.40 0.346
Cl 1.79 -1.46 -0.48 -0.292
```

The SMILES is CCOCCCCCB(Cl)P(C)CC.CCOC(C)=O.CCOC(C)=O. The calculation puts the LUMO energy at 0.5580 eV.